Record 1
The following is a quantum chemistry calculation of a structure of composition C3MgO2 at a distorted geometry, from the Open Molecules 2025 dataset.

Output
* strongest force on any atom: 3.3 eV Å⁻¹
* gap between HOMO and LUMO (spin up / spin down): 7.78 / 5.73 eV
* 2S+1: 1
* ΔE to the lowest compared entry with this formula, charge and spin: 187.1 kJ/mol
* DFT total energy: -12644.401 eV
* HOMO level (spin up / spin down): -9.0551 / -7.3701 eV

Last column: natural (NBO) charge in e.
CARTESIAN COORDINATES (ANGSTROEM)
O1 -1.47008 3.00104 -0.80762  -0.8807
C1 -1.72551 3.34651 0.41583  0.1763
C2 -1.35517 2.95260 1.60592  -0.2284
C3 0.95101 2.10509 1.57084  0.6090
O2 1.25626 1.93442 0.46390  -0.6582
Mg1 -0.56995 1.34812 -1.01745  0.9821

Record 2
The following is a quantum chemistry calculation of a cluster of 2 separate species, C2H6N2O2S in total at a distorted geometry, from the Open Molecules 2025 dataset.

Output
* strongest force on any atom: 3.8 eV Å⁻¹
* gap between HOMO and LUMO: 10.15 eV
* 2S+1: 1
* ΔE to the lowest compared entry with this formula, charge and spin: 420.3 kJ/mol
* DFT total energy: -20077.730 eV
* HOMO level: -9.6966 eV

Last column: natural (NBO) charge in e.
CARTESIAN COORDINATES (ANGSTROEM)
C1 -2.00567 0.02693 0.22707  0.0685
C2 -2.12254 0.97204 -0.89406  -0.3428
N1 -3.16863 0.38461 0.08912  -0.3096
N2 1.54949 -1.48922 0.90284  -1.0746
O1 1.20123 0.62517 -0.64063  -0.9887
O2 2.71117 0.64260 1.43819  -0.9201
S1 1.42424 0.20748 1.03611  1.6998
H1 -1.23208 -0.72648 0.65487  0.2023
H2 1.85722 0.74010 -1.35611  0.5065
H3 -1.68509 1.92842 -0.70568  0.1923
H4 -2.04175 0.47164 -1.79713  0.1795
H5 1.07544 -1.94130 0.07712  0.3987
H6 2.43697 -1.84199 0.96830  0.3881

Record 3
The following is a quantum chemistry calculation of a cluster of 2 separate species, C6H12O in total, from the Open Molecules 2025 dataset.

Output
* strongest force on any atom: 0.3 eV Å⁻¹
* gap between HOMO and LUMO (spin up / spin down): 7.44 / 7.44 eV
* 2S+1: 1
* ΔE to the lowest compared entry with this formula, charge and spin: 621.1 kJ/mol
* DFT total energy: -8457.917 eV
* HOMO level (spin up / spin down): -7.3364 / -7.3347 eV

Last column: natural (NBO) charge in e.
CARTESIAN COORDINATES (ANGSTROEM)
C1 -1.55617 0.44200 1.51701  -0.2967
O1 -0.82691 1.75440 0.21796  -0.6696
C2 0.47910 1.31466 -0.15133  -0.0804
C3 0.39110 -0.19974 -0.47576  -0.1294
C4 -1.04931 -0.55047 -0.69009  -0.7083
C5 1.54731 -0.80321 -1.21712  -0.4162
C6 1.33680 -1.12656 0.23946  -0.4201
H1 -1.40535 1.26704 2.20624  0.1907
H2 -0.92877 -0.41994 1.70440  0.2067
H3 -2.59453 0.21733 1.30728  0.2106
H4 0.77088 1.87587 -1.04667  0.1868
H5 1.17049 1.55932 0.66286  0.1837
H6 -1.38506 1.05254 -0.32407  0.4979
H7 -1.36857 -1.49633 -0.25252  0.1966
H8 -1.37353 -0.48077 -1.73548  0.2061
H9 2.38830 -0.16025 -1.47535  0.2051
H10 1.32845 -1.57474 -1.95048  0.2185
H11 2.04155 -0.70266 0.95369  0.2052
H12 0.98147 -2.12165 0.49899  0.2128

Record 4
The following is a quantum chemistry calculation of a structure of composition C41H36AsN4OPRhSe at a distorted geometry, from the Open Molecules 2025 dataset.

Output
* expectation value of S²: 6.0877
* strongest force on any atom: 1.6 eV Å⁻¹
* gap between HOMO and LUMO (spin up / spin down): 6.45 / 5.25 eV
* 2S+1: 5
* ΔE to the lowest compared entry with this formula, charge and spin: 214.0 kJ/mol
* total charge: +3
* DFT total energy: -189564.153 eV
* HOMO level (spin up / spin down): -14.3457 / -15.8080 eV

Last column: Löwdin spin population.
CARTESIAN COORDINATES (ANGSTROEM)
Rh1 0.01654 -0.20201 -0.19945  0.9102
Se1 4.58866 -6.21246 0.65075  0.0605
N1 2.86537 -5.98588 0.60910  0.1035
C1 2.57269 -4.69762 0.47172  0.0020
C2 1.26880 -4.16170 0.38461  0.1932
C3 0.08294 -4.95581 0.43653  0.0071
C4 -1.11702 -4.35730 0.38757  0.1556
C5 -1.27570 -2.87950 0.27615  0.0737
N2 -0.04702 -2.14978 0.09773  0.2517
C6 1.12480 -2.76291 0.19746  0.0580
C7 2.29037 -1.91099 0.12764  0.0164
N3 2.04959 -0.59244 -0.02363  0.0116
C8 3.07853 0.24561 -0.03106  -0.0011
C9 4.40015 -0.18830 0.05850  0.0009
C10 4.67053 -1.53607 0.17259  -0.0005
C11 3.59545 -2.42826 0.23408  0.0042
C12 3.73620 -3.84902 0.39067  0.0265
N4 4.88010 -4.49065 0.46505  -0.0189
H1 0.18430 -6.02728 0.49718  -0.0022
H2 -2.03880 -4.91739 0.40207  0.0080
H3 -1.90912 -2.70049 -0.61350  0.0238
H4 2.86448 1.30311 -0.10879  0.0000
H5 5.20069 0.53136 0.02680  0.0001
H6 5.67644 -1.92333 0.22169  0.0000
C13 1.16781 2.56380 -2.26305  0.0015
C14 0.74898 2.74422 -0.84323  0.0017
C15 0.94682 4.07518 -0.21778  -0.0001
O1 0.24043 1.82955 -0.19491  0.0199
H7 2.16536 2.96028 -2.44572  0.0002
H8 0.49497 3.12315 -2.91303  0.0000
H9 1.12926 1.50836 -2.54475  0.0003
H10 0.28262 4.80133 -0.68425  0.0000
H11 1.95909 4.44055 -0.38177  -0.0001
H12 0.73698 4.04124 0.84814  0.0000
C16 -3.61602 1.20903 -0.47743  0.0229
C17 -3.69422 1.91478 -1.82208  0.0884
As1 -5.62114 2.34716 -2.30734  0.4751
C18 -6.35679 0.61951 -2.87426  0.0808
C19 -6.93087 -0.25050 -1.94598  0.0224
C20 -7.47229 -1.44712 -2.38080  0.0037
C21 -7.48280 -1.76706 -3.72995  0.0131
C22 -6.90937 -0.90574 -4.65327  -0.0001
C23 -6.35097 0.28738 -4.22532  0.0153
C24 -6.64486 2.76559 -0.71442  0.0852
C25 -8.01634 2.48491 -0.77605  0.0491
C26 -8.82734 2.74967 0.30909  -0.0005
C27 -8.28698 3.35266 1.43842  0.0716
C28 -6.93300 3.66772 1.49185  0.0083
C29 -6.11603 3.40714 0.40787  0.0381
P1 -2.32457 -0.12843 -0.28996  0.0480
C30 -2.47852 -0.95729 -1.92011  0.0198
C31 -1.30020 -0.97516 -2.66856  0.0542
C32 -1.26839 -1.51022 -3.93942  0.0073
C33 -2.44558 -2.02397 -4.47393  0.0049
C34 -3.61179 -2.04670 -3.72453  -0.0007
C35 -3.63784 -1.51691 -2.44525  0.0055
C36 -3.02252 -1.18854 0.99113  0.2331
C37 -2.04737 -2.22633 1.48677  0.1072
C38 -2.65679 -3.21047 2.42907  0.2200
C39 -3.89019 -3.03623 2.95344  0.0104
C40 -4.69296 -1.93861 2.57742  0.2920
C41 -4.24842 -1.05004 1.60560  0.0247
H13 -4.55697 0.67513 -0.30949  0.0024
H14 -3.48117 1.92205 0.34020  0.0005
H15 -3.35600 1.28064 -2.64827  0.0007
H16 -3.11261 2.83652 -1.84259  0.0006
H17 -6.95070 -0.00105 -0.89083  0.0001
H18 -7.91055 -2.12131 -1.65976  0.0008
H19 -7.96100 -2.67531 -4.06388  0.0006
H20 -6.93098 -1.14314 -5.70564  -0.0001
H21 -5.93660 0.97864 -4.94922  0.0034
H22 -8.43967 2.05378 -1.67754  0.0005
H23 -9.88244 2.52881 0.25885  -0.0009
H24 -8.93277 3.62757 2.25816  0.0035
H25 -6.52488 4.14715 2.36860  -0.0003
H26 -5.07201 3.69518 0.43219  0.0008
H27 -0.38475 -0.54602 -2.17357  0.0200
H28 -0.36019 -1.51942 -4.52351  0.0005
H29 -2.44607 -2.40754 -5.48138  0.0006
H30 -4.50863 -2.48825 -4.12997  0.0000
H31 -4.54612 -1.55665 -1.86176  0.0006
H32 -1.25860 -1.69307 2.05785  0.0425
H33 -2.04395 -4.04692 2.73558  0.0102
H34 -4.28448 -3.75316 3.65757  -0.0045
H35 -5.66511 -1.80085 3.02568  0.0150
H36 -4.92312 -0.25345 1.32502  -0.0047